Record 1
Entry from the OMol25 dataset: 2 unconnected molecules or ions with the total composition C12H17N at a distorted geometry (wB97M-V/def2-TZVPD).

Output
**Calculated total energy**: -14208.6283 eV
**Orbital gap (alpha / beta)**: 0.0944 / 0.2302 Ha
**Spin multiplicity**: 2
**Net charge**: -1
**ΔE to the lowest compared entry with this formula, charge and spin**: 9.4 kcal per mole
**⟨S²⟩**: 0.768

The geometry in XYZ format:
```
30
C12H17N, DFT wB97M-V/def2-TZVPD
C -1.064 1.403 2.187
C 0.569 -0.230 1.002
C 0.166 0.569 2.128
C 1.807 -0.821 1.359
C 1.216 0.544 3.038
C -0.098 -0.650 -0.166
C 0.458 -1.665 -0.937
C 1.719 -2.191 -0.620
C 2.424 -1.792 0.526
N 2.172 -0.365 2.585
H -1.006 -0.144 -0.475
H -0.107 -2.115 -1.746
H 2.225 -2.844 -1.324
H -0.889 2.365 1.691
H -1.393 1.592 3.212
H 1.242 1.035 3.998
H 3.033 -0.598 3.058
H 3.386 -2.170 0.856
H -1.903 0.836 1.788
C -2.393 0.844 -2.659
C -3.655 1.207 -3.464
C -1.204 1.798 -3.041
H -2.568 0.916 -1.586
H -2.048 -0.172 -2.850
H -3.483 0.819 -4.467
H -3.816 2.287 -3.480
H -0.899 1.530 -4.051
H -1.540 2.831 -3.073
H -4.526 0.828 -2.924
H -0.463 1.584 -2.274
```

***

Record 2
Entry from the OMol25 dataset: 2 unconnected molecules or ions with the total composition C12H17N at a distorted geometry (wB97M-V/def2-TZVPD).

Output
**Calculated total energy**: -14208.0845 eV
**Orbital gap (alpha / beta)**: 0.1100 / 0.2544 Ha
**Spin multiplicity**: 2
**Net charge**: -1
**ΔE to the lowest compared entry with this formula, charge and spin**: 21.9 kcal per mole
**⟨S²⟩**: 0.769

The geometry in XYZ format:
```
30
C12H17N, DFT wB97M-V/def2-TZVPD
C -1.955 1.590 -1.240
C -2.935 0.721 -1.992
H -1.139 2.071 -1.784
H -2.465 2.450 -0.786
H -1.341 1.117 -0.457
H -3.315 -0.079 -1.351
H -3.810 1.344 -2.228
H -2.651 0.285 -2.946
C 0.818 1.250 1.956
C 1.093 1.156 3.469
C 0.385 0.068 1.219
C -0.252 -1.021 1.821
C 0.899 -0.464 -0.048
C 0.548 -1.799 -0.122
C 1.723 0.138 -1.024
C 0.771 -2.488 -1.343
C 2.052 -0.589 -2.178
C 1.526 -1.900 -2.348
N -0.055 -2.170 1.049
H -0.043 1.986 1.870
H 1.584 1.819 1.422
H 2.136 0.948 3.742
H -0.853 -0.947 2.708
H -0.778 -2.855 1.127
H 2.090 1.124 -0.751
H 0.425 -3.521 -1.343
H 2.501 -0.091 -3.029
H 1.703 -2.447 -3.265
H 0.572 0.270 3.831
H 0.763 2.034 4.021
```

***

Record 3
Entry from the OMol25 dataset: 2 unconnected molecules or ions with the total composition C12H17N at a distorted geometry (wB97M-V/def2-TZVPD).

Output
**Calculated total energy**: -14208.1324 eV
**Orbital gap (alpha / beta)**: 0.1124 / 0.2443 Ha
**Spin multiplicity**: 2
**Net charge**: -1
**ΔE to the lowest compared entry with this formula, charge and spin**: 20.8 kcal per mole
**⟨S²⟩**: 0.771

The geometry in XYZ format:
```
30
C12H17N, DFT wB97M-V/def2-TZVPD
C 0.076 -1.187 -3.029
C 0.515 0.370 -1.027
C 0.659 -0.889 -1.723
C 1.322 0.264 0.138
C 1.517 -1.665 -0.933
C -0.127 2.605 -0.358
C 0.809 2.554 0.672
C -0.312 1.486 -1.203
C 1.418 1.345 1.010
N 1.729 -1.060 0.303
H -0.633 3.541 -0.572
H 0.874 3.421 1.319
H -0.948 1.603 -2.078
H 2.101 1.240 1.839
H -0.958 -1.580 -3.016
H 0.618 -2.002 -3.527
H 1.822 -2.650 -1.262
H 2.412 -1.275 0.991
H 0.095 -0.258 -3.613
C -2.328 -0.391 1.888
C -2.806 -1.508 0.975
C -0.963 -0.736 2.497
H -2.316 0.624 1.495
H -3.028 -0.309 2.741
H -1.908 -1.765 0.384
H -0.992 -1.768 2.910
H -3.556 -1.308 0.218
H -3.042 -2.394 1.567
H -0.256 -0.831 1.680
H -0.797 -0.320 3.489
```

***

Record 4
Entry from the OMol25 dataset: 2 unconnected molecules or ions with the total composition C12H17N at a distorted geometry (wB97M-V/def2-TZVPD).

Output
**Calculated total energy**: -14209.7392 eV
**Orbital gap**: 0.3209 Ha
**ΔE to the lowest compared entry with this formula, charge and spin**: 13.8 kcal per mole
**SMILES string**: Cc1c[nH]c2ccccc12.CCC

The geometry in XYZ format:
```
30
C12H17N, DFT wB97M-V/def2-TZVPD
C 0.977 2.531 -1.804
C -0.091 2.136 -0.838
C -0.307 2.852 0.290
N -1.365 2.319 1.004
C -1.892 1.280 0.273
C -2.877 0.351 0.613
C -3.225 -0.577 -0.349
C -2.589 -0.643 -1.584
C -1.475 0.158 -1.817
C -1.121 1.128 -0.889
H 0.691 3.374 -2.436
H 1.282 1.767 -2.524
H 1.857 2.881 -1.265
H 0.212 3.716 0.677
H -1.870 2.823 1.709
H -3.465 0.425 1.514
H -4.005 -1.278 -0.045
H -2.881 -1.366 -2.334
H -0.930 -0.017 -2.733
C 2.904 -1.589 0.283
C 1.794 -2.539 0.745
C 1.471 -2.447 2.251
H 2.499 -0.689 -0.180
H 3.630 -2.104 -0.340
H 3.556 -1.304 1.110
H 0.872 -2.293 0.219
H 2.026 -3.573 0.505
H 1.245 -3.423 2.686
H 2.384 -2.171 2.786
H 0.692 -1.729 2.471
```

***

Record 5
Entry from the OMol25 dataset: 2 unconnected molecules or ions with the total composition C12H17N at a distorted geometry (wB97M-V/def2-TZVPD).

Output
**Calculated total energy**: -14200.0686 eV
**Orbital gap (alpha / beta)**: 0.3315 / 0.2150 Ha
**Spin multiplicity**: 2
**Net charge**: +1
**ΔE to the lowest compared entry with this formula, charge and spin**: 62.6 kcal per mole
**⟨S²⟩**: 0.771

The geometry in XYZ format:
```
30
C12H17N, DFT wB97M-V/def2-TZVPD
C -2.756 0.824 0.996
C -0.734 1.968 -0.307
C -1.396 1.170 0.755
C 0.595 2.311 0.164
C -0.365 1.049 1.785
C -1.156 2.443 -1.564
C -0.085 2.915 -2.367
C 1.300 2.909 -2.041
C 1.633 2.570 -0.744
N 0.810 1.683 1.418
H -2.184 2.267 -1.917
H -0.349 2.952 -3.416
H 2.021 3.199 -2.738
H -3.493 1.605 0.727
H -2.821 0.553 2.063
H -0.392 0.234 2.636
H 1.595 1.725 1.942
H 2.672 2.632 -0.379
H -3.109 -0.255 0.565
C 1.311 -3.072 0.715
C 1.368 -2.794 -0.758
C -0.276 -3.617 0.855
H 1.971 -3.972 0.997
H 1.548 -2.198 1.351
H 0.517 -2.243 -1.188
H -0.988 -3.291 0.051
H -0.273 -4.682 1.038
H 1.529 -3.715 -1.413
H 2.277 -2.182 -0.837
H -0.770 -2.989 1.611
```

***

Record 6
Entry from the OMol25 dataset: a molecular structure, C12H17N6O2ReSe (wB97M-V/def2-TZVPD).

Output
**Calculated total energy**: -93203.4265 eV
**Orbital gap (alpha / beta)**: 0.2512 / 0.2599 Ha
**Spin multiplicity**: 2
**Net charge**: +3
**ΔE to the lowest compared entry with this formula, charge and spin**: 4.8 kcal per mole
**⟨S²⟩**: 0.763

The geometry in XYZ format:
```
39
C12H17N6O2ReSe, DFT wB97M-V/def2-TZVPD
Re 0.030 -0.739 -0.339
C 4.469 -1.959 0.783
O 3.314 -2.893 0.724
C 2.145 -2.498 0.470
O 1.832 -1.252 0.270
N 1.181 -3.417 0.388
N -0.142 -2.945 0.236
H 5.284 -2.581 1.132
H 4.240 -1.166 1.488
H 4.654 -1.587 -0.219
H 1.362 -4.398 0.582
H -0.647 -3.137 1.103
H -0.601 -3.496 -0.502
Se -0.168 -1.210 -2.598
C -1.034 -2.854 -2.535
N -1.463 -3.911 -2.379
C -4.485 0.457 0.954
C -3.738 -0.425 1.728
C -2.463 -0.742 1.329
N -1.897 -0.214 0.212
C -2.623 0.671 -0.526
C -3.911 1.010 -0.188
H -5.498 0.713 1.237
H -4.142 -0.868 2.628
H -1.858 -1.421 1.916
H -2.146 1.086 -1.403
H -4.459 1.700 -0.815
C 1.044 4.639 0.365
N 1.005 3.319 -0.288
C 1.605 3.013 -1.492
C 1.337 1.714 -1.745
N 0.569 1.210 -0.697
C 0.399 2.236 0.164
H 2.074 4.885 0.612
H 0.448 4.607 1.273
H 0.640 5.386 -0.314
H 2.160 3.745 -2.056
H 1.645 1.116 -2.585
H -0.161 2.204 1.086
```

***

Record 7
Entry from the OMol25 dataset: 2 unconnected molecules or ions with the total composition C12H17NO at a distorted geometry (wB97M-V/def2-TZVPD).

Output
**Calculated total energy**: -16254.9482 eV
**Orbital gap (alpha / beta)**: 0.0861 / 0.2173 Ha
**Spin multiplicity**: 2
**Net charge**: -1
**ΔE to the lowest compared entry with this formula, charge and spin**: 20.0 kcal per mole
**⟨S²⟩**: 0.767

The geometry in XYZ format:
```
31
C12H17NO, DFT wB97M-V/def2-TZVPD
C -0.742 -2.179 0.960
C -1.506 -2.584 2.233
C 0.505 -1.428 1.194
C 1.822 -1.843 1.181
C 0.605 0.002 1.288
C 2.007 0.376 1.371
C -0.467 0.933 1.236
C 2.293 1.718 1.559
C -0.083 2.301 1.160
C 1.223 2.644 1.426
N 2.737 -0.802 1.330
H -0.596 -3.099 0.342
H -1.441 -1.790 0.204
H -0.974 -3.442 2.673
H 2.298 -2.832 1.101
H 3.716 -0.915 1.494
H -1.500 0.629 1.059
H 3.277 2.169 1.350
H -0.863 2.986 0.870
H 1.480 3.678 1.183
H -2.491 -3.028 2.043
H -1.674 -1.757 2.931
C -1.670 0.363 -3.698
C -2.737 -0.508 -4.295
O -1.875 1.727 -4.208
H -1.689 0.619 -2.618
H -0.657 0.047 -3.908
H -2.474 -1.492 -4.659
H -1.401 1.775 -5.039
H -3.369 0.033 -4.983
H -3.533 -0.810 -3.595
```

***

Record 8
Entry from the OMol25 dataset: a molecular structure, C12H17NO11V at a distorted geometry (wB97M-V/def2-TZVPD).

Output
**Calculated total energy**: -62414.8841 eV
**Orbital gap**: 0.1777 Ha
**Net charge**: -1
**ΔE to the lowest compared entry with this formula, charge and spin**: 0.0 kcal per mole

The geometry in XYZ format:
```
42
C12H17NO11V, DFT wB97M-V/def2-TZVPD
O 12.052 -23.294 25.633
V 12.242 -21.637 25.644
O 11.212 -20.991 26.618
O 12.230 -20.845 20.243
C 12.298 -21.349 21.481
O 11.577 -20.840 22.348
O 13.221 -22.123 21.822
H 13.116 -21.045 19.934
C 15.667 -20.639 28.401
C 16.145 -20.229 27.007
O 15.648 -21.059 26.014
H 15.610 -21.718 28.543
H 14.679 -20.247 28.642
H 16.389 -20.291 29.140
H 17.232 -20.226 26.921
H 15.923 -19.222 26.656
C 11.112 -26.957 30.083
O 9.972 -26.639 29.712
N 11.954 -25.999 30.374
C 13.192 -26.362 31.026
C 11.595 -24.583 30.341
H 11.488 -27.985 30.203
H 13.023 -26.416 32.101
H 14.081 -25.735 30.955
H 13.521 -27.392 30.883
H 10.942 -24.233 29.541
H 11.176 -24.412 31.333
H 12.420 -23.900 30.140
C 9.604 -16.055 25.628
C 10.845 -15.761 25.009
C 10.945 -15.252 23.631
O 11.983 -14.973 23.003
C 9.668 -14.751 23.070
C 8.512 -15.164 23.570
C 8.372 -15.952 24.854
O 7.273 -16.381 25.236
O 7.341 -14.711 23.099
O 12.056 -16.071 25.588
H 9.516 -16.622 26.543
H 9.535 -14.070 22.243
H 6.644 -15.088 23.640
H 12.734 -15.617 25.083
```

***

Record 9
Entry from the OMol25 dataset: a single C12H17NO2S molecule (wB97M-V/def2-TZVPD).

Output
**Calculated total energy**: -29141.2921 eV
**Orbital gap**: 0.3036 Ha
**ΔE to the lowest compared entry with this formula, charge and spin**: 0.0 kcal per mole
**SMILES string**: CCOC(=O)c1c(N)sc2c1CC[C@@H](C)C2

The geometry in XYZ format:
```
33
C12H17NO2S, DFT wB97M-V/def2-TZVPD
C -4.503 -1.689 -2.052
C -3.181 -2.149 -1.465
O -2.441 -0.998 -1.065
C -1.238 -1.246 -0.476
O -0.837 -2.378 -0.323
C -0.531 -0.037 -0.094
C -0.975 1.256 -0.308
N -2.168 1.677 -0.799
S 0.180 2.431 0.236
C 1.272 1.169 0.768
C 0.763 -0.061 0.539
C 1.520 -1.297 0.901
C 2.704 -0.974 1.812
C 3.492 0.250 1.336
C 4.051 0.058 -0.072
C 2.584 1.484 1.398
H -5.062 -1.119 -1.314
H -5.089 -2.553 -2.350
H -4.332 -1.061 -2.923
H -2.593 -2.712 -2.199
H -3.335 -2.792 -0.592
H -2.234 2.624 -1.129
H -2.731 0.974 -1.252
H 1.861 -1.783 -0.017
H 0.848 -2.003 1.390
H 2.334 -0.774 2.820
H 3.365 -1.841 1.867
H 4.334 0.405 2.021
H 4.716 0.879 -0.329
H 3.249 0.028 -0.804
H 4.614 -0.871 -0.134
H 2.430 1.780 2.442
H 3.053 2.329 0.888
```

***

Record 10
Entry from the OMol25 dataset: a single C12H17NO3S molecule at a distorted geometry (wB97M-V/def2-TZVPD).

Output
**Calculated total energy**: -31186.6197 eV
**Orbital gap**: 0.3407 Ha
**ΔE to the lowest compared entry with this formula, charge and spin**: 15.3 kcal per mole
**SMILES string**: Cc1cccc(CN2CCOCCS2(=O)=O)c1

The geometry in XYZ format:
```
34
C12H17NO3S, DFT wB97M-V/def2-TZVPD
C -3.812 -1.908 -0.585
C -3.203 -0.612 -0.144
C -3.924 0.304 0.610
C -3.342 1.494 1.010
C -2.033 1.779 0.666
C -1.300 0.876 -0.091
C 0.124 1.192 -0.468
N 0.865 -0.026 -0.723
C 2.011 0.029 -1.583
C 3.138 0.938 -1.009
O 2.950 1.217 0.360
C 3.390 0.237 1.270
C 2.831 -1.146 0.999
S 1.044 -1.079 0.562
O 0.312 -0.595 1.689
O 0.751 -2.394 0.068
C -1.895 -0.307 -0.499
H -4.092 -1.853 -1.638
H -3.095 -2.717 -0.471
H -4.704 -2.137 -0.007
H -4.942 0.081 0.895
H -3.907 2.198 1.603
H -1.575 2.701 0.994
H 0.593 1.788 0.323
H 0.136 1.779 -1.394
H 1.703 0.402 -2.564
H 2.347 -1.002 -1.706
H 3.103 1.918 -1.492
H 4.125 0.495 -1.190
H 4.492 0.199 1.277
H 3.039 0.597 2.240
H 3.332 -1.662 0.185
H 2.861 -1.768 1.889
H -1.322 -1.017 -1.075
```

***

Record 11
Entry from the OMol25 dataset: 2 unconnected molecules or ions with the total composition C12H17P at a distorted geometry (wB97M-V/def2-TZVPD).

Output
**Calculated total energy**: -22004.0538 eV
**Orbital gap**: 0.3055 Ha
**ΔE to the lowest compared entry with this formula, charge and spin**: 101.0 kcal per mole

The geometry in XYZ format:
```
30
C12H17P, DFT wB97M-V/def2-TZVPD
C -4.255 0.273 -0.195
C -3.765 -1.066 -0.374
C -3.586 1.144 0.586
C -2.508 -1.369 0.120
C -2.259 0.883 0.984
C -1.806 -0.353 0.704
C 0.544 -3.257 -0.100
C 1.205 -2.151 0.156
C 1.146 1.915 1.031
C 3.030 0.414 0.448
C 1.104 0.833 -1.200
C 1.484 0.633 0.298
P 0.672 -0.815 1.238
H -5.315 0.460 -0.487
H -4.328 -1.753 -0.926
H -3.926 2.105 0.943
H -2.115 -2.369 -0.174
H -1.701 1.737 1.296
H 1.058 -4.093 -0.624
H -0.402 -3.357 0.276
H 2.189 -2.152 -0.222
H 1.509 2.802 0.561
H -0.030 2.093 1.046
H 1.343 1.828 2.154
H 3.499 1.509 0.467
H 3.440 -0.265 -0.410
H 3.279 0.055 1.481
H 1.507 0.041 -1.829
H -0.091 0.813 -1.511
H 1.564 1.845 -1.499
```

***

Record 12
Entry from the OMol25 dataset: a single C12H18 molecule at a distorted geometry (wB97M-V/def2-TZVPD).

Output
**Calculated total energy**: -12730.1431 eV
**Orbital gap**: 0.3112 Ha
**ΔE to the lowest compared entry with this formula, charge and spin**: 125.5 kcal per mole
**SMILES string**: C[C@H]1C=C=C=C(C(C)(C)C)CC1

The geometry in XYZ format:
```
30
C12H18, DFT wB97M-V/def2-TZVPD
C -3.205 0.672 -1.173
C -3.059 0.123 0.261
C -2.979 -1.464 0.148
C -1.609 -1.644 0.082
C -0.408 -1.207 0.194
C 0.585 -0.282 0.201
C 2.102 -0.345 0.023
C 2.917 0.016 1.215
C 2.402 0.828 -1.145
C 2.516 -1.772 -0.389
C -0.360 1.038 0.285
C -1.718 0.873 1.036
H -2.444 0.277 -1.872
H -3.121 1.747 -1.203
H -4.301 0.329 -1.520
H -3.886 0.493 0.914
H -3.858 -2.062 0.181
H 3.198 -0.708 1.999
H 2.411 0.816 1.777
H 4.003 0.293 0.832
H 1.597 0.836 -1.852
H 2.110 1.753 -0.509
H 3.395 0.612 -1.515
H 1.812 -2.254 -1.115
H 2.415 -2.438 0.499
H 3.538 -1.709 -0.677
H -0.759 1.336 -0.756
H 0.319 1.724 0.791
H -1.619 0.238 1.927
H -1.994 1.881 1.360
```